{
  "formula": "C4H8N2",
  "method": "ωB97M-V with the def2-TZVPD basis set",
  "homo_lumo_gap_ha": 0.3259,
  "molar_mass_g_mol": 84.12,
  "homo_ev": -8.07,
  "smiles": "CCC1=NN1C",
  "relative_energy_kj_mol": 481.7,
  "species": ["C", "C", "C", "N", "N", "C", "H", "H", "H", "H", "H", "H", "H", "H"],
  "positions_angstrom": [[-2.2181, 0.3114, -0.4483], [-1.0904, 0.5320, 0.5782], [0.1240, 0.8060, -0.0856], [1.0732, 1.5634, -0.3711], [1.4990, 0.1470, -0.5000], [2.8330, -0.3046, 0.3509], [-1.9147, -0.0899, -1.3916], [-2.6291, 1.4011, -0.7764], [-3.1558, -0.2759, -0.0650], [-0.9779, -0.3690, 1.2181], [-1.3289, 1.3256, 1.2656], [3.4116, 0.1477, -0.4123], [2.9040, -1.3127, 0.5218], [2.8808, 0.3342, 1.1807]],
  "forces_ev_per_angstrom": [[-3.22, 2.41, 0.18], [-2.10, -1.35, 0.62], [5.69, -0.95, 0.11], [-0.72, 0.79, 0.35], [-0.95, -1.71, -0.49], [-3.70, 4.17, -1.86], [0.49, -0.67, -0.31], [0.80, -2.46, 0.86], [1.96, 1.08, -0.51], [0.20, 0.38, -0.54], [-0.27, 0.51, 0.18], [1.56, -0.38, -0.43], [-0.03, -2.27, 0.15], [0.28, 0.45, 1.68]],
  "lowdin_charge": [-0.1074, -0.2196, -0.2777, 0.1139, -0.1068, -0.0223, 0.0483, 0.1201, 0.1013, 0.1315, 0.1084, 0.0502, 0.0266, 0.0335]
}